<P>
Entry from the OMol25 dataset: C35H33AsBrF6GeN6O5STi as an isolated structure (wB97M-V/def2-TZVPD).

ORCA input file:
```
! wB97M-V def2-TZVPD RIJCOSX def2/J DEFGRID3
* xyz 2 2
Br 5.25739 10.04971 12.55072
As 11.59360 8.54038 11.95638
Ge 7.94772 15.72098 14.59563
Ti 8.69499 11.11675 12.27917
S 10.11966 12.14995 10.59994
F 12.57949 7.19429 11.62348
F 10.33930 9.99614 12.26793
F 11.34988 9.04737 10.35027
F 10.14223 7.62552 11.84186
F 11.46339 8.29654 13.63280
F 12.81754 9.65468 12.25914
O 6.13808 13.47124 10.66335
O 9.25558 11.72394 13.96036
O 9.93943 11.35863 16.06599
O 5.44386 8.16363 7.92113
O 7.47144 12.39750 12.08930
N 7.67651 9.74528 10.96366
N 8.05075 15.25403 9.43215
N 8.30038 13.19067 8.93278
N 7.99340 11.93717 8.38031
N 8.29798 9.42974 13.73320
N 8.93743 14.61054 10.27357
C 9.41564 10.99501 15.07431
C 9.12158 13.33744 9.96913
C 7.64434 18.56532 14.42465
C 4.91970 18.61154 15.01286
C 11.53953 14.70925 12.60367
C 5.61236 19.74885 14.74468
C 8.91591 16.77894 17.12860
C 6.94669 14.02929 14.33475
C 9.67320 16.80468 12.60375
C 7.61743 8.60760 8.85568
C 10.76750 16.78205 11.71548
C 9.87068 15.64731 19.06198
C 7.82919 8.23009 13.42859
C 11.71991 15.78616 11.71871
C 8.24855 9.18711 9.91688
C 6.22515 8.53900 8.92689
C 10.39177 14.65298 13.44616
C 8.90415 9.62409 14.92443
C 8.77936 15.57854 16.40460
C 9.15511 14.33468 17.02064
C 7.97904 7.13520 14.29616
C 6.03721 13.97422 13.10818
C 9.44168 15.72283 13.42122
C 6.50011 13.33460 11.79798
C 6.68004 14.50786 7.51395
C 5.58473 17.39463 14.88946
C 8.50903 7.28837 15.54310
C 7.67377 14.32934 8.62495
C 6.93330 17.35164 14.58441
C 9.52189 16.84101 18.46075
C 9.03970 8.58803 15.83258
C 9.70491 14.38081 18.32558
C 6.33409 9.57479 11.05230
C 5.55918 9.00166 10.07547
C 6.98682 19.77760 14.51875
H 8.95638 13.38690 16.49409
H 5.04415 16.44913 15.07862
H 5.97144 13.67405 7.59121
H 10.83842 17.57631 11.01378
H 6.16145 15.42360 7.76233
H 12.60609 15.77756 11.05698
H 7.78921 13.28163 14.20450
H 9.00297 17.69134 12.58797
H 9.35728 15.06291 11.11955
H 9.52620 8.74718 16.77313
H 5.08465 20.63352 14.91913
H 8.26580 11.94153 7.36826
H 5.54609 14.92412 12.96348
H 6.94886 11.74858 8.42300
H 7.16059 14.50616 6.56666
H 7.49774 20.69017 14.34990
H 10.23617 13.82693 14.15264
H 8.73466 18.51412 14.41475
H 10.13290 15.76446 20.12224
H 5.19665 13.27885 13.30933
H 9.65505 17.83666 18.84292
H 9.32673 9.28787 9.94232
H 9.71726 13.43747 18.85748
H 12.36078 13.97951 12.66407
H 8.16844 8.20713 7.98767
H 7.44222 8.00261 12.44302
H 8.56462 17.75442 16.81867
H 4.53452 8.92588 10.21472
H 8.62492 6.47610 16.22172
H 5.95002 7.77938 7.14116
H 6.33366 13.76645 15.23421
H 7.62143 6.19504 13.89180
H 3.86752 18.60038 15.36759
*
```

Kohn-Sham gap (alpha / beta) (hartree): 0.2971 / 0.1709
LUMO (alpha / beta) (eV): -5.9 / -9.3

=====

<Q>
Entry from the OMol25 dataset: C35H33AsBrF6GeN6O5STi as an isolated structure (wB97M-V/def2-TZVPD).

ORCA input file:
```
! wB97M-V def2-TZVPD RIJCOSX def2/J DEFGRID3
* xyz 2 2
Br 2.10720 0.87384 4.89362
As 1.68022 3.97416 0.85514
Ge -2.98123 -1.35566 0.47449
Ti 2.10084 0.15887 1.39025
S -2.91002 1.93317 -4.67596
F 0.54734 3.18205 -0.28242
F 2.17882 2.10027 1.48484
F 2.98753 4.36205 1.88822
F 1.09315 5.50999 0.49996
F 2.86496 3.84060 -0.35004
F 0.54850 3.87081 2.16902
O 0.96891 -1.07746 2.35806
O 0.09621 0.57780 1.31987
O 3.42031 -0.76374 -2.18425
O 2.42332 0.14394 -0.34604
O 7.10788 1.72657 4.67168
N -1.18313 3.86487 -3.94306
N 3.39136 -1.71319 1.19087
N -3.02714 4.68234 -4.64161
N -0.25709 2.94451 -3.51332
N 3.75520 0.67736 2.65052
N -2.33481 5.75693 -4.08655
C 3.87432 -2.52968 2.08529
C -3.58394 -3.88283 -0.47896
C 4.67663 -3.57968 1.83297
C 0.15458 -1.97270 -2.21223
C 6.05808 1.35315 4.02052
C -3.71007 2.12052 -1.56547
C 0.78875 -3.09592 -1.73302
C -4.84153 -3.48571 1.51757
C 6.10672 0.96190 2.65902
C -2.34822 3.49166 -4.50255
C -0.93213 -1.39775 -1.56294
C -3.90949 -3.06083 0.59073
C -1.12498 5.22376 -3.80406
C -5.39671 -4.76365 1.35692
C -5.56675 0.81092 -2.20470
C 4.65560 -2.84792 -0.41755
C 3.17081 -0.80320 -1.04676
C -2.69210 -0.35830 2.14886
C -3.20527 1.11659 -0.82986
C -4.04582 -5.16662 -0.63088
C -3.85509 -0.06223 -0.73779
C -1.32751 -0.72722 2.74697
C -0.56484 -2.89569 0.25095
C -1.31922 -1.87968 -0.30831
C 3.76536 -1.86858 -0.09834
C -4.97419 -5.56160 0.29367
C 4.92674 0.71878 2.02624
C -0.06834 -0.39103 2.07612
C 0.01668 5.89765 -3.20208
C 5.14846 -3.68662 0.49744
C 3.75839 0.94516 3.97220
C 4.87891 1.29983 4.69986
C -4.92490 1.99315 -2.23342
C -5.04241 -0.20084 -1.40424
C 0.47882 -3.51231 -0.43665
H 0.47973 -1.47537 -3.06506
H 4.89367 1.47722 5.81086
H -2.83101 0.70413 1.99480
H -5.26345 2.92240 -2.70554
H -6.53772 0.68355 -2.67341
H 5.02521 -2.77762 -1.42078
H -0.30394 6.83520 -2.79820
H 0.46706 5.34281 -2.43335
H 4.99414 0.41658 1.00136
H 7.04769 0.83236 2.13313
H -2.90514 -3.66133 -1.26342
H -5.25861 -6.59580 0.25675
H 0.63122 6.14145 -4.08913
H -2.25477 1.26531 -0.33554
H -1.55667 -0.72233 -2.12751
H -0.83713 -3.31939 1.17435
H -3.65418 4.80734 -5.41831
H 1.06155 -4.31442 -0.09434
H 7.92773 1.98461 4.17205
H 1.51332 -3.60145 -2.34671
H 5.03519 -4.25731 2.57843
H -5.61253 -1.15130 -1.34273
H -0.67526 2.04597 -3.72957
H -6.24629 -4.94900 2.00799
H -3.25343 3.07074 -1.76860
H 3.50265 -2.34680 3.15341
H -3.48275 -0.74523 2.84119
H -0.16748 2.90639 -2.50801
H -5.17322 -2.83851 2.25952
H 5.91435 -4.41919 0.33337
H -3.68241 -5.79248 -1.43069
H -1.25865 -1.76383 2.93250
H -1.14254 -0.17723 3.71242
*
```

Kohn-Sham gap (alpha / beta) (hartree): 0.2297 / 0.1672
LUMO (alpha / beta) (eV): -6.6 / -8.3

=====

The computed energies, referenced to the most stable structure and given in kcal/mol, are <P> 0.0; <Q> 15.1.